{"formula": "C2H5NO", "method": "the ωB97M-V functional and the def2-TZVPD basis", "de_lowest_kj_mol": 385.3, "total_energy_ha": -209.07558, "smiles": "C=[N+](C)[O-]", "lumo_energy_ev": 1.0, "homo_lumo_gap_ha": 0.3627, "elements": ["C", "N", "C", "O", "H", "H", "H", "H", "H"], "coordinates": [[0.586, -1.199, -0.102], [0.917, 0.019, 0.006], [-0.226, 0.931, -0.056], [2.023, 0.482, 0.163], [1.579, -1.901, -0.359], [-0.450, -1.446, -0.004], [-0.412, 1.263, -1.018], [-1.119, 0.354, 0.243], [0.146, 1.663, 0.609]], "forces_ev_per_a": [[3.6588, -3.9681, -1.2157], [-2.9075, -0.4178, -0.3807], [-0.2425, -1.0681, 1.9422], [2.9216, 1.4388, -0.1388], [-3.2606, 1.5124, 1.1582], [0.0118, -0.5510, -0.3994], [0.1443, 0.8602, -1.9600], [0.3862, 0.7829, 0.3159], [-0.7121, 1.4107, 0.6782]]}



{"formula": "C30H84N6O12", "method": "the ωB97M-V functional and the def2-TZVPD basis", "de_lowest_kj_mol": 664.5, "total_energy_ha": -2424.67872, "smiles": "COC[C@H](C)N.COC[C@H](C)N.COC[C@H](C)N.COC[C@H](C)N.COC[C@H](C)N.COC[C@H](C)N.OCCO.OCCO.OCCO", "lumo_energy_ev": 0.5, "homo_lumo_gap_ha": 0.3436, "elements": ["C", "O", "C", "C", "C", "N", "H", "H", "H", "H", "H", "H", "H", "H", "H", "H", "H", "C", "O", "C", "C", "C", "N", "H", "H", "H", "H", "H", "H", "H", "H", "H", "H", "H", "C", "O", "C", "C", "C", "N", "H", "H", "H", "H", "H", "H", "H", "H", "H", "H", "H", "C", "O", "C", "C", "C", "N", "H", "H", "H", "H", "H", "H", "H", "H", "H", "H", "H", "C", "O", "C", "C", "C", "N", "H", "H", "H", "H", "H", "H", "H", "H", "H", "H", "H", "C", "O", "C", "C", "C", "N", "H", "H", "H", "H", "H", "H", "H", "H", "H", "H", "H", "O", "C", "C", "O", "H", "H", "H", "H", "H", "H", "O", "C", "C", "O", "H", "H", "H", "H", "H", "H", "O", "C", "C", "O", "H", "H", "H", "H", "H", "H"], "coordinates": [[-7.330, -3.720, 0.917], [-6.131, -3.192, 1.450], [-5.212, -2.900, 0.451], [-3.941, -2.427, 1.135], [-2.896, -2.031, 0.144], [-3.398, -3.167, 2.249], [-7.057, -4.556, 0.255], [-7.805, -2.958, 0.262], [-8.038, -4.050, 1.678], [-5.015, -3.714, -0.279], [-5.620, -2.046, -0.111], [-4.231, -1.478, 1.599], [-3.366, -1.348, -0.583], [-2.455, -2.859, -0.423], [-2.102, -1.476, 0.653], [-4.169, -3.555, 2.793], [-3.017, -4.063, 1.929], [-2.328, 0.901, 3.124], [-2.483, 2.289, 2.814], [-3.297, 2.496, 1.671], [-3.448, 4.014, 1.519], [-4.245, 4.640, 2.643], [-4.189, 4.384, 0.263], [-1.841, 0.362, 2.302], [-3.306, 0.469, 3.361], [-1.671, 0.831, 3.993], [-2.873, 2.133, 0.716], [-4.258, 1.971, 1.830], [-2.438, 4.421, 1.452], [-5.239, 4.194, 2.572], [-4.303, 5.730, 2.590], [-3.859, 4.347, 3.605], [-5.168, 4.111, 0.353], [-3.871, 3.787, -0.503], [5.481, 5.459, 2.001], [5.204, 4.120, 1.866], [3.805, 3.876, 1.811], [3.506, 2.394, 1.620], [3.959, 2.022, 0.184], [2.075, 2.308, 1.806], [5.100, 5.930, 2.931], [5.115, 6.046, 1.149], [6.575, 5.525, 1.999], [3.266, 4.238, 2.719], [3.438, 4.506, 0.981], [4.098, 1.897, 2.405], [3.424, 2.621, -0.552], [3.801, 0.966, -0.028], [5.024, 2.240, 0.133], [1.707, 1.399, 1.562], [1.869, 2.364, 2.801], [-1.961, 4.862, -5.328], [-1.482, 3.837, -4.495], [-1.280, 2.588, -5.091], [-0.713, 1.599, -4.055], [-0.186, 0.377, -4.790], [-1.694, 1.097, -3.011], [-2.042, 5.749, -4.672], [-2.944, 4.691, -5.786], [-1.234, 5.054, -6.124], [-2.198, 2.220, -5.613], [-0.553, 2.765, -5.900], [0.035, 2.194, -3.528], [-0.954, -0.120, -5.406], [0.242, -0.321, -4.057], [0.627, 0.670, -5.455], [-2.508, 0.718, -3.501], [-1.991, 1.905, -2.458], [2.384, 0.338, 6.095], [3.345, -0.711, 6.096], [3.428, -1.322, 4.826], [2.287, -2.294, 4.516], [2.177, -3.343, 5.614], [2.654, -2.855, 3.169], [2.505, 0.764, 7.081], [1.342, 0.043, 5.973], [2.666, 1.102, 5.357], [3.477, -0.589, 4.012], [4.375, -1.876, 4.777], [1.342, -1.753, 4.361], [2.099, -2.872, 6.592], [3.143, -3.878, 5.587], [1.384, -4.065, 5.506], [2.047, -3.634, 2.925], [3.540, -3.355, 3.174], [2.931, -4.672, -0.504], [2.096, -4.707, -1.612], [0.711, -4.711, -1.135], [-0.266, -4.418, -2.295], [-0.122, -5.542, -3.325], [-0.178, -3.099, -2.932], [2.857, -3.703, 0.028], [3.948, -4.745, -0.894], [2.772, -5.477, 0.248], [0.413, -5.676, -0.690], [0.694, -3.932, -0.353], [-1.267, -4.556, -1.856], [0.908, -5.582, -3.727], [-0.827, -5.357, -4.134], [-0.381, -6.462, -2.812], [-0.092, -2.382, -2.218], [0.681, -3.091, -3.472], [3.254, -0.676, -3.783], [3.522, -2.019, -3.312], [3.562, -3.158, -4.364], [2.231, -3.184, -5.005], [2.335, -0.633, -4.096], [4.384, -1.906, -2.653], [2.672, -2.334, -2.689], [3.717, -4.134, -3.863], [4.328, -3.056, -5.143], [2.249, -3.763, -5.775], [2.012, -0.681, 1.480], [1.251, -1.158, 0.399], [0.577, 0.018, -0.230], [-0.205, -0.580, -1.253], [2.229, -1.417, 2.063], [1.845, -1.671, -0.377], [0.458, -1.860, 0.757], [1.395, 0.635, -0.642], [0.026, 0.578, 0.544], [-0.650, -0.004, -1.909], [-2.148, 3.939, -1.811], [-1.018, 4.599, -1.189], [-0.308, 3.524, -0.451], [0.776, 4.178, 0.144], [-2.035, 4.004, -2.773], [-0.381, 5.060, -1.953], [-1.356, 5.379, -0.521], [0.013, 2.784, -1.200], [-0.972, 3.025, 0.271], [1.156, 3.589, 0.821]], "forces_ev_per_a": [[0.2650, 0.2551, -1.1164], [-0.8276, -0.9336, 0.7630], [0.4513, 0.4356, -0.3039], [-0.3191, 1.4322, 0.3464], [0.2877, 0.4485, -0.6700], [-0.2038, -1.9828, 0.1440], [-0.3417, -0.0924, 0.2001], [-0.0227, -0.2667, 0.3585], [0.3692, 0.1741, 0.1455], [-0.2592, -0.0886, 0.4799], [0.2525, -0.0820, -0.3165], [-0.2126, 0.0943, 0.0188], [0.3550, -0.1811, 0.0904], [-0.0329, -0.0094, 0.1519], [0.0121, -0.1621, -0.2020], [-0.1841, 0.6678, 0.2343], [0.4707, 0.3440, -0.3281], [0.1609, 0.7062, -0.0149], [0.3158, -0.8193, -0.3427], [-0.1569, 0.5304, 0.3056], [-1.1663, 0.1882, -1.0508], [0.0042, -0.3949, 0.1600], [0.3640, -0.9347, 0.1916], [-0.2136, -0.0446, -0.0486], [0.0896, -0.2014, -0.0721], [-0.1732, 0.0595, -0.0289], [0.2136, -0.2891, 0.4210], [0.0071, 0.3119, -0.1538], [-0.0183, 0.1151, 0.0069], [-0.2446, 0.2955, 0.1131], [-0.0058, -0.1914, -0.1704], [0.2791, -0.0014, 0.4085], [0.0821, 0.2041, 0.3827], [0.3487, 0.4974, -0.0026], [0.9526, 1.1342, 0.1106], [-0.8042, -1.2321, 0.5343], [0.0966, 0.8782, -0.0189], [0.8344, 1.1736, -0.9248], [-0.1271, -0.2954, 1.1016], [-0.8445, -0.4083, 0.5808], [0.0186, -0.3875, -0.2855], [-0.1336, -0.0015, -0.0040], [-0.1732, 0.2434, 0.1009], [0.5467, -0.0958, -0.1688], [-0.3921, -0.4680, 0.0459], [-0.1319, -0.4137, -0.3641], [-0.0709, 0.0753, 0.0458], [-0.0120, -0.0917, -0.0078], [0.0288, -0.0183, -0.2069], [0.3160, -0.2997, -0.1879], [-0.0266, 0.2762, -0.0811], [0.1782, 0.7813, 0.2026], [-0.7017, 0.1461, 0.7882], [-0.0289, -0.2645, -0.7970], [-1.4914, -0.2477, -0.1191], [0.7894, 0.1227, 0.1648], [0.6600, 0.9744, -1.0102], [0.0560, -0.3229, -0.4924], [0.0895, -0.3756, 0.1877], [-0.0315, 0.1129, -0.0603], [0.2749, 0.0651, 0.5749], [0.1507, -0.4129, 0.0813], [0.3406, -0.4436, 0.0989], [0.1714, 0.1216, 0.4350], [-0.3962, -0.0816, -0.2542], [0.0062, -0.0112, -0.1472], [0.2007, 0.0652, 0.2754], [-0.1489, -0.2325, -0.0222], [0.8767, 0.3122, 0.5159], [-0.5249, -0.1029, -0.7920], [0.0926, -0.1026, -0.1595], [0.2930, -0.5121, -0.6657], [1.0906, 0.1620, -0.0695], [-0.5142, -0.5369, 0.2585], [-0.2618, 0.3598, 0.2199], [0.0274, -0.3196, -0.1961], [-0.2086, -0.1277, -0.0204], [-0.0453, 0.2209, 0.1288], [-0.1245, -0.0018, 0.2592], [0.1992, -0.0827, 0.1046], [-0.0659, 0.0439, 0.0272], [-0.3632, -0.0419, 0.2466], [-0.4002, -0.1443, -0.2789], [-0.5509, 0.3144, 0.0661], [0.3654, 0.5398, 0.4016], [1.0795, 0.3430, 0.5388], [-1.8653, -0.5930, 0.3946], [0.4922, 0.8119, -0.6469], [0.2086, -0.2805, 0.1712], [0.2031, 0.6365, -0.0075], [0.2306, -0.7233, 0.4188], [-0.0642, -0.2603, -0.0737], [0.0732, -0.1004, 0.1989], [-0.1084, 0.1919, -0.5466], [0.4734, 0.1039, -0.0423], [-0.4475, -0.1738, -0.1780], [0.1009, 0.3140, -0.0043], [-0.4962, -0.0736, 0.1957], [0.0464, -0.1386, -0.0842], [0.1222, -0.3955, -0.2224], [-0.1063, 0.1783, -0.0031], [-0.0334, 0.1018, -0.1782], [-0.0028, -0.8582, -0.3008], [-1.3937, 0.0994, -0.1632], [-0.5436, 0.0852, -0.3921], [1.0021, 0.3154, 0.6653], [0.4750, -0.2102, 0.0875], [0.2063, -0.4543, -0.4071], [0.2146, 0.1412, 0.2160], [-0.0175, 0.5834, 0.0445], [-0.0608, 0.2882, 0.1754], [0.1542, 0.0500, 0.1475], [0.0799, 0.5063, -0.2539], [-0.5124, -0.7174, 0.6269], [0.2643, -0.2092, -1.0005], [-0.0706, -0.0843, 0.1347], [0.3966, -0.6146, 0.2920], [0.0094, 0.0791, 0.2764], [0.4524, 0.2735, -0.2488], [-0.4853, 0.2580, 0.0447], [-0.1974, -0.0463, -0.4324], [-0.0831, 0.5250, 0.4159], [0.1078, 0.4937, -0.2630], [-1.2083, -0.5800, -0.9069], [0.7061, 0.2516, -0.0643], [0.2763, -0.0285, 0.3779], [-0.0166, -0.0184, 0.1062], [0.0345, -0.1601, 0.1521], [-0.2613, 0.2046, 0.2060], [0.0610, -0.1986, 0.1796], [0.1327, 0.1592, -0.0976], [0.3436, -0.2061, 0.1283]]}



{"formula": "C8H22INNbOS", "method": "the ωB97M-V functional and the def2-TZVPD basis", "total_energy_ha": -1200.72573, "lumo_energy_ev": 2.3, "total_charge": -1, "homo_lumo_gap_ha": 0.2923, "elements": ["O", "C", "I", "C", "Nb", "S", "H", "H", "H", "H", "H", "H", "H", "C", "C", "N", "C", "C", "C", "C", "H", "H", "H", "H", "H", "H", "H", "H", "H", "H", "H", "H", "H", "H", "H"], "coordinates": [[2.136, 0.502, 2.211], [1.508, -0.482, 2.417], [-0.275, -0.207, 3.657], [1.795, -1.794, 1.906], [2.798, -3.221, 3.427], [4.532, -4.016, 1.809], [0.884, -2.285, 1.627], [2.421, -1.654, 1.057], [1.715, -4.680, 3.144], [3.383, -4.238, 4.827], [3.920, -1.977, 4.197], [1.491, -2.630, 4.526], [5.117, -2.862, 1.505], [-3.348, 0.041, -2.530], [-2.466, 0.501, -1.380], [-1.076, 0.636, -1.752], [-0.184, 0.776, -0.611], [-0.323, 2.021, 0.271], [-0.814, 1.504, -2.879], [-1.294, 2.963, -2.797], [-2.959, -0.876, -2.972], [-4.356, -0.157, -2.164], [-3.430, 0.795, -3.315], [-2.519, -0.244, -0.584], [-2.887, 1.431, -0.960], [0.845, 0.708, -0.972], [-0.328, -0.105, 0.021], [0.077, 2.913, -0.212], [0.246, 1.869, 1.186], [-1.358, 2.212, 0.556], [-1.262, 1.051, -3.768], [0.261, 1.490, -3.068], [-2.319, 3.035, -2.432], [-1.271, 3.412, -3.793], [-0.660, 3.570, -2.154]], "forces_ev_per_a": [[0.3525, 0.8239, 0.1498], [0.3610, 0.1087, -0.4485], [-0.4857, -0.0881, 0.1601], [-0.7689, 0.3513, 1.1282], [1.0780, -0.1400, -2.1867], [-0.4254, -0.3499, 0.1876], [-0.5675, -0.6724, 0.0488], [0.7374, -0.0803, -0.6664], [0.1920, -0.2432, 0.8505], [-0.5040, 0.4492, 0.1529], [-0.2251, -0.5122, 0.7080], [0.2110, -0.0707, -0.1179], [0.0336, 0.3920, 0.0135], [-0.0543, 0.0129, 0.0202], [-0.1969, 0.0526, -0.0277], [0.1255, -0.0690, 0.0330], [0.1097, -0.0496, 0.2064], [0.0833, 0.0366, -0.0524], [-0.0371, 0.1172, -0.2452], [0.0839, -0.0058, -0.0748], [0.0438, -0.0099, -0.0233], [-0.0261, -0.0037, 0.0096], [0.0033, 0.0059, -0.0153], [0.0504, 0.0088, 0.0781], [-0.0164, -0.0459, 0.0025], [0.0138, 0.0223, -0.0693], [-0.0711, -0.0064, -0.0026], [-0.0568, 0.0182, -0.0506], [0.0160, 0.0065, 0.0504], [-0.0255, -0.0200, -0.0110], [-0.0460, -0.0069, 0.0271], [0.0603, 0.0074, 0.0809], [-0.0202, -0.0236, 0.0139], [0.0041, -0.0106, -0.0178], [-0.0326, -0.0054, 0.0879]]}



{"formula": "C2H2N2PS", "method": "the ωB97M-V functional and the def2-TZVPD basis", "de_lowest_kj_mol": 50.9, "total_energy_ha": -926.50704, "smiles": "[S-]p1nccn1", "lumo_energy_ev": 4.0, "total_charge": -1, "homo_lumo_gap_ha": 0.2621, "elements": ["S", "P", "N", "C", "C", "N", "H", "H"], "coordinates": [[4.177, -0.090, -0.749], [3.038, 0.156, 0.825], [1.854, -1.051, 0.695], [0.724, -0.598, 0.277], [0.618, 0.831, 0.012], [1.603, 1.598, 0.133], [-0.154, -1.196, 0.016], [-0.370, 1.311, -0.373]], "forces_ev_per_a": [[0.6949, -0.1886, -0.6289], [-1.0941, 2.1857, 0.1692], [-1.7644, -0.4225, -0.6902], [0.6633, -0.7126, 0.1044], [-1.6473, 2.0470, -1.0106], [1.9422, -1.3350, 1.0054], [0.1507, -0.4578, 0.4706], [1.0548, -1.1161, 0.5801]]}